{"formula": "C18H46NbO4", "method": "ωB97M-V/def2-TZVPD", "symbols": ["C", "C", "C", "C", "C", "C", "C", "C", "C", "Nb", "C", "H", "H", "H", "H", "H", "H", "H", "H", "H", "H", "H", "H", "H", "H", "H", "H", "H", "H", "H", "H", "H", "H", "H", "H", "H", "H", "C", "O", "C", "C", "O", "C", "H", "H", "H", "H", "H", "H", "H", "H", "H", "H", "C", "O", "C", "C", "O", "C", "H", "H", "H", "H", "H", "H", "H", "H", "H", "H"], "positions_angstrom": [[-0.844, 2.570, -0.243], [-0.791, 3.294, -1.619], [0.614, 3.236, -2.298], [0.828, 1.969, -3.225], [1.932, 0.995, -2.706], [1.477, -0.506, -2.592], [0.636, -0.686, -1.283], [-0.707, -1.469, -1.450], [-1.545, -1.134, -2.741], [-3.645, -0.322, -2.373], [-5.795, 0.434, -2.115], [-1.570, 3.008, 0.458], [0.161, 2.530, 0.229], [-1.129, 1.514, -0.396], [-1.541, 2.888, -2.318], [-1.041, 4.363, -1.464], [1.436, 3.310, -1.564], [0.676, 4.132, -2.948], [1.140, 2.351, -4.215], [-0.165, 1.508, -3.354], [2.378, 1.367, -1.768], [2.746, 0.983, -3.463], [2.414, -1.087, -2.488], [0.973, -0.860, -3.502], [0.520, 0.294, -0.794], [1.262, -1.288, -0.588], [-1.339, -1.186, -0.582], [-0.574, -2.564, -1.346], [-1.050, -0.440, -3.445], [-1.688, -2.096, -3.283], [-4.196, -1.988, -1.869], [-3.215, 0.195, -0.674], [-3.175, 1.362, -2.976], [-4.054, -0.680, -4.139], [-6.355, -0.185, -1.384], [-5.814, 1.499, -1.800], [-6.300, 0.417, -3.104], [2.860, 4.055, 5.216], [2.283, 2.925, 4.587], [0.880, 2.830, 4.803], [0.081, 3.400, 3.641], [0.300, 4.795, 3.480], [1.272, 5.087, 2.487], [3.821, 4.251, 4.740], [2.236, 4.947, 5.120], [3.029, 3.844, 6.278], [0.603, 3.318, 5.742], [0.645, 1.765, 4.896], [-0.984, 3.265, 3.853], [0.306, 2.868, 2.713], [0.815, 5.046, 1.493], [2.119, 4.400, 2.524], [1.638, 6.099, 2.664], [1.629, -7.272, 1.511], [1.626, -5.939, 1.992], [2.199, -5.020, 1.069], [1.144, -4.311, 0.233], [0.430, -5.214, -0.599], [-0.809, -5.622, -0.036], [0.894, -7.837, 2.085], [1.364, -7.332, 0.453], [2.616, -7.720, 1.665], [2.927, -5.526, 0.427], [2.735, -4.271, 1.659], [1.646, -3.598, -0.427], [0.453, -3.748, 0.868], [-1.570, -4.857, -0.219], [-0.733, -5.809, 1.036], [-1.113, -6.545, -0.530]], "e_lumo_ev": 2.46, "total_energy_ev": -29143.2506, "total_charge": -1, "homo_lumo_gap_ev": 6.842, "homo_ev": -4.38}

=====

{"formula": "C18H47LuNO4Si2", "method": "ωB97M-V/def2-TZVPD", "symbols": ["O", "O", "C", "C", "H", "H", "H", "H", "H", "C", "C", "H", "H", "H", "H", "H", "C", "C", "C", "H", "H", "H", "H", "H", "C", "H", "H", "H", "H", "H", "H", "Lu", "C", "Si", "H", "H", "C", "C", "C", "C", "Si", "H", "H", "C", "C", "C", "H", "H", "H", "H", "H", "H", "H", "H", "H", "H", "H", "H", "H", "H", "H", "H", "H", "H", "N", "C", "C", "O", "O", "H", "H", "H", "H"], "positions_angstrom": [[-0.024, 0.724, 2.228], [2.625, 2.557, -1.634], [-1.083, 1.499, 1.503], [-2.087, 2.112, 2.455], [-1.570, 0.773, 0.832], [-0.560, 2.243, 0.894], [-2.627, 1.339, 3.019], [-2.815, 2.690, 1.875], [-1.621, 2.802, 3.166], [0.777, 1.488, 3.201], [1.314, 2.781, 2.619], [1.582, 0.806, 3.490], [0.155, 1.660, 4.092], [1.775, 2.629, 1.629], [2.076, 3.190, 3.299], [0.522, 3.537, 2.536], [3.975, 2.150, -1.946], [2.260, 3.899, -2.003], [4.891, 2.183, -0.736], [4.393, 2.792, -2.741], [3.886, 1.118, -2.317], [4.985, 3.203, -0.351], [5.884, 1.833, -1.025], [4.515, 1.528, 0.057], [3.109, 4.981, -1.355], [1.210, 4.011, -1.693], [2.319, 3.993, -3.102], [3.193, 4.839, -0.271], [2.643, 5.956, -1.523], [4.111, 5.008, -1.796], [1.377, 0.772, -1.874], [-0.327, -1.370, 1.935], [1.176, -0.193, -2.380], [0.554, 0.010, -4.149], [2.115, -0.766, -2.358], [0.443, -0.755, -1.780], [-0.740, 1.380, -4.144], [-0.186, -1.606, -4.775], [1.946, 0.489, -5.334], [-2.427, -1.673, 1.187], [-3.321, -3.313, 1.047], [-2.432, -1.294, 0.142], [-3.106, -0.987, 1.732], [-3.201, -3.783, -0.770], [-5.121, -3.169, 1.581], [-2.549, -4.710, 2.043], [1.556, 0.630, -6.353], [2.715, -0.296, -5.385], [2.435, 1.426, -5.033], [-1.655, 1.036, -3.639], [-1.005, 1.680, -5.168], [-0.366, 2.266, -3.611], [-0.839, -2.066, -4.020], [0.610, -2.323, -5.023], [-0.782, -1.439, -5.685], [-5.561, -2.228, 1.224], [-5.232, -3.198, 2.673], [-5.712, -3.993, 1.158], [-2.725, -4.631, 3.123], [-1.466, -4.810, 1.892], [-3.003, -5.656, 1.712], [-3.806, -4.663, -1.017], [-2.155, -3.991, -1.032], [-3.543, -2.948, -1.394], [-0.943, -1.553, 4.151], [-0.617, -2.901, 4.696], [0.464, -3.584, 3.848], [0.940, -4.617, 4.270], [0.735, -2.990, 2.693], [-0.407, -0.844, 4.662], [-1.919, -1.286, 4.310], [-0.233, -2.821, 5.721], [-1.500, -3.555, 4.722]], "e_lumo_ev": -3.29, "total_energy_ev": -78481.5987, "total_charge": 1, "relative_energy_kj_mol": 0.0, "homo_lumo_gap_ev": 8.782, "homo_ev": -12.07}

=====

{"formula": "C18H47NO7S7", "method": "ωB97M-V/def2-TZVPD", "symbols": ["C", "S", "O", "C", "H", "H", "H", "H", "H", "H", "C", "S", "O", "C", "H", "H", "H", "H", "H", "H", "C", "S", "O", "C", "H", "H", "H", "H", "H", "H", "C", "S", "O", "C", "H", "H", "H", "H", "H", "H", "C", "S", "O", "C", "H", "H", "H", "H", "H", "H", "C", "S", "O", "C", "H", "H", "H", "H", "H", "H", "C", "S", "O", "C", "H", "H", "H", "H", "H", "H", "N", "C", "C", "C", "C", "H", "H", "H", "H", "H"], "positions_angstrom": [[-2.171, -6.117, -1.929], [-1.753, -4.361, -2.188], [-3.126, -3.689, -2.123], [-0.720, -4.221, -0.666], [-2.740, -6.190, -1.002], [-1.275, -6.688, -1.684], [-2.735, -6.447, -2.802], [-1.243, -4.312, 0.286], [-0.249, -3.243, -0.572], [0.088, -4.948, -0.586], [-3.576, 3.700, 3.367], [-3.961, 2.546, 1.912], [-5.375, 2.864, 1.499], [-2.851, 3.355, 0.744], [-4.142, 3.318, 4.216], [-3.645, 4.738, 3.042], [-2.570, 3.506, 3.738], [-3.278, 3.309, -0.258], [-1.769, 3.240, 0.813], [-2.923, 4.432, 0.899], [5.397, 2.795, -3.166], [4.798, 2.343, -1.434], [3.694, 1.295, -1.687], [6.255, 1.311, -0.825], [4.845, 3.514, -3.771], [5.414, 1.892, -3.776], [6.443, 3.091, -3.078], [6.233, 0.467, -1.514], [5.939, 0.869, 0.120], [7.215, 1.826, -0.815], [-0.114, -2.986, 3.322], [0.641, -1.707, 4.427], [1.389, -2.416, 5.539], [2.097, -1.505, 3.310], [0.646, -3.768, 3.314], [-0.209, -2.664, 2.285], [-1.081, -3.357, 3.662], [2.711, -2.404, 3.370], [2.679, -0.588, 3.402], [1.710, -1.397, 2.297], [-0.534, 6.614, -1.787], [-0.681, 4.781, -1.304], [-1.796, 4.191, -2.131], [0.901, 4.386, -2.197], [0.018, 7.078, -0.968], [-1.508, 7.093, -1.688], [-0.259, 6.877, -2.808], [1.788, 4.697, -1.647], [0.724, 4.819, -3.181], [0.848, 3.299, -2.255], [-5.348, -2.137, 3.136], [-4.937, -1.752, 1.310], [-5.453, -0.385, 1.055], [-3.106, -1.801, 1.512], [-4.937, -3.098, 3.444], [-6.436, -2.205, 3.104], [-5.235, -1.338, 3.868], [-2.605, -2.071, 0.582], [-2.868, -2.614, 2.198], [-2.593, -0.875, 1.769], [-1.322, 0.866, -0.703], [-0.189, 0.573, 0.707], [-0.225, -0.930, 0.880], [1.296, 1.122, -0.194], [-1.233, 1.774, -1.300], [-2.330, 0.754, -0.305], [-1.009, 0.055, -1.361], [2.129, 0.612, 0.289], [1.346, 2.188, 0.024], [1.156, 1.032, -1.271], [2.799, -1.353, -2.017], [2.203, -2.082, -2.997], [2.426, -3.441, -2.686], [3.061, -3.516, -1.495], [3.302, -2.172, -1.061], [2.928, -0.351, -2.003], [1.668, -1.608, -3.807], [2.094, -4.314, -3.230], [3.390, -4.396, -0.961], [3.840, -1.773, -0.214]], "e_lumo_ev": [-2.42, -7.59], "total_energy_ev": -111080.8235, "total_charge": 1, "relative_energy_kj_mol": 0.0, "homo_lumo_gap_ev": [7.217, 2.052], "homo_ev": [-9.64, -9.64], "spin_multiplicity": 2}